The following is a DFT calculation (wB97M-V/def2-TZVPD) of 6 unconnected molecules or ions with the total composition C10H31N3O6 at a distorted geometry.

Element x y z (Å)
C1 19.837 -10.527 -15.818
O1 20.269 -9.428 -15.483
N1 20.249 -11.653 -15.431
N2 18.729 -10.823 -16.484
H1 19.836 -12.489 -15.819
H2 20.914 -11.727 -14.675
H3 18.400 -11.764 -16.648
H4 18.281 -10.043 -16.943
C2 17.771 -17.946 -18.304
C3 16.598 -17.488 -17.368
C4 16.824 -18.127 -16.007
C5 17.914 -17.477 -15.094
C6 17.787 -16.043 -14.790
C7 17.498 -15.317 -16.140
N3 16.621 -16.015 -17.133
O2 16.332 -15.352 -18.282
C8 16.688 -14.071 -15.638
C9 18.831 -14.763 -16.776
C10 15.254 -18.003 -17.933
H5 18.703 -17.472 -17.997
H6 17.568 -17.587 -19.313
H7 17.767 -19.034 -18.372
H8 15.872 -18.086 -15.477
H9 17.080 -19.186 -16.001
H10 18.878 -17.642 -15.575
H11 18.079 -18.128 -14.235
H12 18.727 -15.603 -14.458
H13 17.114 -15.819 -13.962
H14 17.236 -13.715 -14.765
H15 16.564 -13.218 -16.305
H16 15.736 -14.356 -15.191
H17 19.353 -15.689 -17.018
H18 18.626 -14.222 -17.700
H19 19.484 -14.359 -16.002
H20 15.155 -17.618 -18.948
H21 14.396 -17.623 -17.378
H22 15.311 -19.075 -18.122
H23 17.159 -15.329 -18.769
O3 21.213 -14.543 -13.890
H24 21.939 -14.439 -14.505
H25 21.148 -15.488 -13.754
O4 21.162 -8.559 -13.082
H26 20.795 -8.996 -13.850
H27 22.109 -8.661 -13.178
O5 19.345 -6.566 -16.213
H28 19.303 -7.288 -15.587
H29 19.649 -6.970 -17.026
O6 17.417 -8.473 -17.955
H30 17.311 -8.791 -18.852
H31 16.759 -7.784 -17.867

Calculated values
- HOMO-LUMO gap (spin up / spin down): 0.0749 / 0.2993 Eh
- Multiplicity: 2
- Highest occupied orbital energy (spin up / spin down): 0.33 / -5.84 eV
- Total charge: -1
- LUMO energy (spin up / spin down): 0.0870 / 0.0848 Ha
- E: -1015.2340 a.u.

Atom charges from the natural (NBO) analysis, given in e for atoms 1 to 2:
1 C 0.74
2 O -0.75

The following is a DFT calculation (wB97M-V/def2-TZVPD) of 6 unconnected molecules or ions with the total composition C10H33B3BrN10O10P.

Element x y z (Å)
C1 -0.591 1.039 0.944
O1 -1.454 2.021 0.406
C2 -2.838 1.831 0.670
C3 -3.618 1.264 -0.517
C4 -2.881 0.152 -1.255
C5 -3.709 -0.393 -2.461
B1 -2.737 -0.524 -3.662
O2 -1.770 -1.520 -3.691
B2 -0.897 -1.649 -4.736
O3 -1.168 -0.960 -5.907
B3 -1.840 0.227 -5.767
P1 -1.531 1.756 -6.973
O4 -1.132 0.967 -8.387
Br1 0.528 2.012 -6.180
O5 -2.734 0.386 -4.734
H1 -0.928 0.715 1.935
H2 -0.534 0.150 0.302
H3 0.410 1.459 1.007
H4 -3.246 2.815 0.918
H5 -2.983 1.194 1.546
H6 -3.895 2.055 -1.219
H7 -4.553 0.857 -0.121
H8 -1.907 0.535 -1.578
H9 -2.661 -0.666 -0.565
H10 -4.111 -1.377 -2.211
H11 -4.544 0.284 -2.651
H12 0.085 -2.307 -4.646
H13 -1.930 0.753 -8.886
N1 4.768 0.893 0.396
C6 3.866 1.534 1.202
N2 4.377 2.582 1.919
O6 2.705 1.184 1.287
H14 5.727 1.172 0.303
H15 4.418 0.143 -0.170
H16 3.749 3.061 2.538
H17 5.319 2.916 1.829
N3 7.566 -1.467 4.408
C7 7.098 -0.220 4.133
N4 6.246 -0.134 3.060
O7 7.409 0.767 4.779
H18 7.298 -2.289 3.902
H19 8.179 -1.591 5.193
H20 5.850 0.769 2.879
H21 5.952 -0.918 2.510
N5 -5.200 1.743 4.637
C8 -5.744 0.978 3.643
N6 -6.865 0.275 3.990
O8 -5.264 0.928 2.526
H22 -5.580 1.800 5.563
H23 -4.380 2.272 4.408
H24 -7.287 -0.291 3.278
H25 -7.276 0.306 4.904
N7 7.485 -5.884 4.020
C9 8.524 -5.197 4.584
N8 9.768 -5.694 4.321
O9 8.349 -4.209 5.276
H26 7.606 -6.704 3.456
H27 6.558 -5.562 4.225
H28 10.548 -5.209 4.725
H29 9.932 -6.507 3.760
N9 -7.594 2.498 -5.000
C10 -6.400 2.132 -4.434
N10 -5.674 1.212 -5.137
O10 -6.016 2.593 -3.375
H30 -7.928 2.132 -5.871
H31 -8.145 3.173 -4.504
H32 -4.791 0.932 -4.742
H33 -5.987 0.809 -5.999

Calculated values
- SMILES: COCCCCB1OBOB(P(O)Br)O1.NC(N)=O.NC(N)=O.NC(N)=O.NC(N)=O.NC(N)=O
- HOMO-LUMO gap: 0.3157 Eh
- Highest occupied orbital energy: -8.60 eV
- LUMO energy: -0.0004 Ha
- E: -4691.2159 a.u.
- ΔE to the lowest compared entry with this formula, charge and spin: 0.00 kcal/mol

Atom charges from the natural (NBO) analysis, given in e for atoms 1 to 2:
1 C -0.25
2 O -0.56

The following is a DFT calculation (wB97M-V/def2-TZVPD) of a molecular structure, C10H34BaO14P at a distorted geometry.

Element x y z (Å)
Ba1 -0.184 -0.191 0.424
P1 -0.518 -1.887 3.626
O1 -0.590 -0.600 4.545
O2 -1.622 -2.781 4.242
O3 0.825 -2.470 3.132
O4 -1.358 -1.294 2.424
C1 1.778 2.639 0.281
O5 2.141 1.342 -0.193
H1 1.863 3.398 -0.503
H2 0.712 2.568 0.492
H3 2.364 2.841 1.175
H4 3.084 1.400 -0.373
C2 -0.907 -3.845 0.501
O6 0.165 -2.928 0.603
H5 -0.957 -4.322 -0.485
H6 -0.874 -4.622 1.264
H7 -1.867 -3.334 0.629
H8 0.362 -2.836 1.569
C3 -3.386 -1.160 -1.952
O7 -2.650 -0.723 -0.821
H9 -4.464 -1.005 -1.856
H10 -3.082 -0.646 -2.869
H11 -3.248 -2.237 -2.033
H12 -3.023 0.138 -0.603
C4 3.309 -0.304 2.296
O8 2.104 -0.779 1.700
H13 3.030 0.317 3.147
H14 3.938 -1.148 2.581
H15 3.893 0.313 1.607
H16 1.857 -1.546 2.280
C5 -0.011 2.764 4.727
C6 0.889 2.167 3.649
O9 0.175 1.238 2.831
O10 -0.272 1.817 5.741
H17 -0.948 3.114 4.282
H18 0.597 3.566 5.163
H19 1.738 1.675 4.127
H20 1.167 2.984 2.974
H21 -0.116 0.477 3.417
H22 -0.480 0.920 5.340
C7 -1.120 2.154 -4.182
C8 -0.209 2.244 -2.961
O11 -0.740 1.662 -1.779
O12 -2.376 2.759 -3.937
H23 -1.345 1.125 -4.461
H24 -0.595 2.589 -5.038
H25 0.101 3.254 -2.675
H26 0.701 1.686 -3.192
H27 -1.511 2.176 -1.507
H28 -2.430 3.672 -4.226
C9 0.282 -2.137 -2.791
C10 -0.187 -1.719 -4.173
O13 0.876 -1.156 -4.935
O14 0.905 -1.106 -2.021
H29 1.012 -2.951 -2.864
H30 -0.474 -2.632 -2.177
H31 -1.035 -1.042 -4.072
H32 -0.624 -2.573 -4.696
H33 1.486 -1.836 -5.233
H34 1.851 -1.188 -2.157

Calculated values
- HOMO-LUMO gap: 0.1209 Eh
- Highest occupied orbital energy: -1.96 eV
- Total charge: -1
- LUMO energy: 0.0488 Ha
- E: -1821.7231 a.u.
- ΔE to the lowest compared entry with this formula, charge and spin: 60.69 kcal/mol

Atom charges from the Löwdin analysis, given in e for atoms 1 to 2:
1 Ba 2.06
2 P 0.02